Molecular formula: C35H34I2NO5SSe2SmTe
Method: DFT, ωB97M-V/def2-TZVPD

Last column: Mulliken charge in e.
Cartesian coordinates (Å):
Sm: -0.762 -0.443 -1.066  0.255
C: -1.556 2.242 2.706  -0.941
Se: -1.028 2.446 0.794  0.198
C: -2.932 2.921 0.207  -1.108
C: -3.887 1.751 0.256  -0.260
Se: -3.634 0.647 -1.382  0.152
C: -4.778 -0.881 -0.813  -0.686
H: -2.605 2.581 2.875  0.375
H: -0.885 2.904 3.260  0.373
H: -1.408 1.211 2.989  0.146
H: -2.873 3.312 -0.791  0.446
H: -3.206 3.742 0.849  0.461
H: -4.951 1.961 0.221  0.537
H: -3.667 1.064 1.091  0.011
H: -4.602 -1.002 0.264  0.090
H: -4.413 -1.760 -1.367  0.215
H: -5.835 -0.688 -1.021  0.379
I: -2.006 -2.141 -3.509  -0.521
O: -0.794 -5.221 0.785  -0.694
C: -1.566 -4.656 1.766  0.438
C: -1.992 -5.493 2.782  -0.584
C: -2.934 -5.036 3.688  -0.400
C: -3.379 -3.706 3.622  -0.691
C: -2.883 -2.845 2.677  -0.633
C: -1.938 -3.317 1.747  0.190
C: -1.298 -2.364 0.784  1.463
O: -1.680 -1.160 0.975  -0.008
O: -0.477 -2.699 -0.104  -0.893
H: -0.408 -4.491 0.228  0.368
H: -1.645 -6.520 2.771  0.484
H: -3.388 -5.724 4.444  0.326
H: -4.141 -3.322 4.309  0.390
H: -3.246 -1.819 2.628  0.369
O: -3.232 6.368 -6.583  -0.489
C: -3.482 5.121 -6.042  0.479
O: -4.497 4.536 -6.365  -0.552
C: -2.474 4.474 -5.114  0.882
C: -2.644 3.075 -4.968  -0.663
C: -1.847 2.367 -4.126  -0.501
C: -0.890 2.990 -3.278  0.304
S: -0.049 2.148 -2.060  0.094
C: -0.622 4.344 -3.570  -1.184
C: -1.397 5.063 -4.446  -0.440
H: -2.574 6.891 -6.080  0.303
H: -3.474 2.622 -5.495  0.473
H: -1.956 1.297 -4.072  0.417
H: 0.165 4.774 -2.972  0.492
H: -1.114 6.115 -4.601  0.105
Te: 1.735 -0.123 2.127  0.187
C: 2.630 -2.095 2.389  0.214
C: 3.961 -2.323 2.013  -0.274
C: 4.463 -3.615 2.033  -0.434
C: 3.679 -4.708 2.424  -0.616
C: 2.361 -4.471 2.767  -0.422
C: 1.827 -3.177 2.789  -0.398
C: 3.498 0.823 2.868  0.054
C: 4.522 1.259 1.999  -0.132
C: 5.577 2.019 2.526  -0.496
C: 5.613 2.334 3.913  -0.470
C: 4.575 1.871 4.742  -0.483
C: 3.543 1.060 4.265  -0.587
H: 4.617 -1.490 1.717  0.240
H: 5.513 -3.769 1.785  0.370
H: 4.125 -5.702 2.495  0.381
H: 1.683 -5.308 3.010  0.321
H: 0.774 -3.015 3.031  0.553
H: 4.450 1.043 0.935  0.390
H: 6.434 2.333 1.897  0.343
H: 6.473 2.916 4.317  0.338
H: 4.506 2.148 5.806  0.333
H: 2.803 0.678 4.945  0.442
I: 2.262 -0.040 -6.586  0.097
C: 2.324 -0.171 -4.445  -0.485
C: 3.411 0.298 -3.706  -0.266
C: 3.414 0.160 -2.317  -0.645
C: 2.302 -0.425 -1.690  0.689
N: 1.267 -0.890 -2.393  -0.021
C: 1.290 -0.786 -3.770  -0.054
H: 4.265 0.747 -4.251  0.361
H: 4.241 0.450 -1.644  0.361
H: 2.250 -0.453 -0.574  -0.134
H: 0.491 -1.260 -4.310  0.280

## Properties
- LUMO (spin up / spin down) (eV) = -1.101 / -0.285
- spin multiplicity = 6
- total charge = 0
- expectation value of S² = 8.76
- frontier orbital gap (spin up / spin down) (Eh) = 0.23158 / 0.26217
- HOMO level (spin up / spin down) (eV) = -7.40 / -7.42



Molecular formula: C41H32Cl3N4O4Ti
Method: DFT, ωB97M-V/def2-TZVPD

Last column: Mulliken charge in e.
Cartesian coordinates (Å):
Ti: 0.814 -0.753 -0.179  -0.486
O: -0.451 -1.797 0.638  -0.228
C: -1.568 -1.694 1.475  3.640
C: -1.299 -0.501 2.406  -1.493
C: -1.257 0.812 1.694  0.595
C: -2.090 1.844 2.112  -0.799
C: -2.007 3.080 1.510  -1.110
C: -1.074 3.266 0.506  -0.669
C: -0.262 2.210 0.127  0.291
C: 0.791 2.444 -0.921  -1.878
C: 2.170 1.956 -0.447  3.343
O: 2.102 0.569 -0.320  0.206
C: 2.497 2.637 0.884  -0.368
C: 2.393 1.961 2.089  0.589
C: 2.621 2.624 3.290  -1.078
C: 2.954 3.969 3.288  -0.503
C: 3.064 4.653 2.082  -0.935
C: 2.839 3.989 0.888  -0.558
C: 3.274 2.249 -1.464  -0.690
C: 3.052 2.823 -2.707  -0.051
C: 4.106 3.024 -3.594  -1.056
C: 5.390 2.645 -3.245  -0.389
C: 5.618 2.060 -2.004  -0.904
C: 4.571 1.865 -1.124  -0.343
N: -0.363 0.994 0.704  1.546
C: -1.649 -2.994 2.288  -0.362
C: -2.487 -4.038 1.910  -0.303
C: -2.487 -5.237 2.611  -0.928
C: -1.646 -5.406 3.699  -0.522
C: -0.803 -4.371 4.078  -0.934
C: -0.799 -3.172 3.380  -0.375
C: -2.830 -1.490 0.636  -0.787
C: -3.977 -0.926 1.186  -0.114
C: -5.126 -0.764 0.427  -0.952
C: -5.150 -1.171 -0.900  -0.620
C: -4.016 -1.747 -1.454  -0.926
C: -2.868 -1.904 -0.690  0.032
H: -0.318 -0.636 2.883  -0.669
H: -2.021 -0.455 3.221  0.588
H: -2.783 1.659 2.920  0.538
H: -2.645 3.895 1.828  0.424
H: -0.945 4.227 0.030  0.510
H: 0.822 3.511 -1.145  0.785
H: 0.528 1.904 -1.834  0.410
H: 2.134 0.911 2.125  -0.149
H: 2.524 2.053 4.206  0.386
H: 3.133 4.486 4.223  0.408
H: 3.334 5.702 2.072  0.397
H: 2.943 4.522 -0.052  0.381
H: 2.054 3.118 -3.005  0.354
H: 3.915 3.474 -4.560  0.404
H: 6.211 2.801 -3.934  0.395
H: 6.618 1.752 -1.724  0.405
H: 4.742 1.402 -0.159  0.475
H: -3.152 -3.922 1.064  0.384
H: -3.147 -6.039 2.301  0.399
H: -1.645 -6.341 4.247  0.377
H: -0.130 -4.488 4.917  0.453
H: -0.108 -2.396 3.696  0.329
H: -3.980 -0.618 2.224  0.394
H: -6.006 -0.318 0.874  0.417
H: -6.045 -1.043 -1.495  0.403
H: -4.021 -2.071 -2.489  0.515
H: -1.982 -2.353 -1.117  0.635
O: 1.404 -2.037 -1.628  -0.173
N: 0.693 -2.146 -2.685  -0.613
N: -0.203 -1.251 -2.757  0.835
O: -0.297 -0.321 -1.831  0.195
C: -1.106 -1.206 -3.863  0.367
C: -1.041 -2.171 -4.862  -0.412
C: -1.946 -2.105 -5.906  -0.562
C: -2.899 -1.093 -5.953  -0.473
C: -2.946 -0.141 -4.946  -0.757
C: -2.048 -0.191 -3.889  -0.256
H: -0.299 -2.953 -4.811  0.488
H: -1.906 -2.851 -6.688  0.380
H: -3.604 -1.051 -6.773  0.407
H: -3.689 0.644 -4.971  0.394
H: -2.080 0.525 -3.081  0.448
Cl: 4.916 -1.020 3.406  -0.248
C: 3.534 -2.008 3.107  0.584
Cl: 1.277 -0.318 4.681  -0.677
Cl: 3.321 -3.399 4.097  -0.231
C: 2.789 -1.803 2.037  -0.068
N: 2.050 -1.547 1.138  -0.856

## Properties
- LUMO (eV) = 1.629
- total charge = -1
- frontier orbital gap (Eh) = 0.20789
- HOMO level (eV) = -4.03



Molecular formula: C22H23N3O7S
Method: DFT, ωB97M-V/def2-TZVPD

Last column: natural (NBO) charge in e.
Cartesian coordinates (Å):
C: -2.223 -1.924 -5.023  -0.263
O: -1.783 -2.345 -3.747  -0.490
C: -0.991 -1.522 -3.026  0.327
C: -0.531 -0.280 -3.458  -0.281
C: 0.226 0.503 -2.610  -0.143
C: 0.520 0.087 -1.316  -0.209
C: 1.281 1.020 -0.455  0.691
O: 2.259 1.632 -0.835  -0.608
N: 0.840 1.201 0.833  -0.651
C: -0.215 0.591 1.523  0.078
C: -1.489 0.511 1.105  -0.161
C: -2.045 1.016 -0.138  -0.030
C: -2.959 0.210 -0.824  -0.199
C: -3.415 0.572 -2.070  -0.126
C: -2.997 1.779 -2.621  -0.008
N: -3.388 2.113 -3.958  0.527
O: -3.241 3.257 -4.331  -0.370
O: -3.820 1.210 -4.652  -0.397
C: -2.166 2.641 -1.912  -0.170
C: -1.684 2.252 -0.681  -0.197
C: 0.140 -0.137 2.788  0.645
O: -0.697 -0.614 3.533  -0.624
N: 1.460 -0.279 2.991  -0.646
C: 1.981 -1.073 4.079  -0.146
C: 3.378 -1.593 3.721  -0.415
C: 4.452 -0.514 3.652  -0.516
S: 4.246 0.743 2.333  0.185
C: 4.587 -0.231 0.841  -0.745
C: 1.042 -2.271 4.268  0.818
O: 0.805 -3.068 3.401  -0.604
O: 0.615 -2.376 5.520  -0.675
C: 0.117 -1.183 -0.908  -0.158
C: -0.624 -1.976 -1.754  -0.273
H: -2.796 -0.994 -4.969  0.198
H: -1.383 -1.798 -5.712  0.177
H: -2.866 -2.723 -5.386  0.202
H: -0.760 0.082 -4.447  0.222
H: 0.585 1.466 -2.940  0.230
H: 1.450 1.803 1.378  0.417
H: -2.148 -0.079 1.730  0.251
H: -3.271 -0.726 -0.386  0.227
H: -4.087 -0.061 -2.629  0.240
H: -1.887 3.585 -2.354  0.248
H: -1.019 2.902 -0.135  0.229
H: 2.152 0.164 2.394  0.421
H: 2.001 -0.495 5.013  0.213
H: 3.307 -2.131 2.772  0.226
H: 3.682 -2.314 4.483  0.228
H: 5.431 -0.970 3.501  0.226
H: 4.472 0.066 4.574  0.227
H: 4.351 0.417 0.001  0.262
H: 5.637 -0.508 0.822  0.219
H: 3.953 -1.112 0.813  0.214
H: -0.020 -3.106 5.604  0.501
H: 0.387 -1.559 0.068  0.226
H: -0.947 -2.959 -1.450  0.231

## Properties
- SMILES string = COc1ccc(C(=O)N/C(=C\c2ccc([N+](=O)[O-])cc2)C(=O)N[C@H](CCSC)C(=O)O)cc1
- LUMO (eV) = -0.892
- total charge = 0
- frontier orbital gap (Eh) = 0.28544
- HOMO level (eV) = -8.66



For reference, DFT total energy by record: -8507.6149; -4331.7592; -1941.2366 Eh.
For reference, relative energy (zero: lowest compared OMol25 entry of this formula, charge and spin) by record: 0.333; 0.000; 3.161 eV.